[1]
15
Properties=species:S:1:pos:R:3 method="wB97M-V/def2-TZVPD" total_charge=0 e_above_lowest_kj_mol=559.6 homo_lumo_gap_ev=9.61 homo_ha=-0.3237 mol_weight_g_mol=109.13 smiles="CC#C[C@@H]1CN1C=O"
C -2.98 -0.41 -0.15
C -1.47 -0.29 0.13
C -0.26 -0.18 0.62
C 0.89 0.61 0.89
C 1.46 1.40 -0.35
N 2.09 0.17 0.12
C 2.31 -1.14 -0.21
O 1.69 -2.05 0.26
H -3.64 0.03 -0.99
H -3.77 -0.42 0.85
H -2.93 -1.54 -0.36
H 1.03 1.00 1.84
H 1.99 2.51 -0.25
H 0.69 1.33 -1.13
H 2.91 -1.02 -1.25

***

[2]
15
Properties=species:S:1:pos:R:3 method="wB97M-V/def2-TZVPD" total_charge=0 e_above_lowest_kj_mol=405.0 homo_lumo_gap_ev="8.01 / 8.01" homo_ha="-0.2805 / -0.2805" mol_weight_g_mol=109.13
C -0.50 0.50 1.07
C -0.41 1.64 -1.31
C -0.01 -0.86 1.57
C -0.17 0.49 -0.40
C 1.59 -1.43 -0.45
C 0.40 -1.66 0.35
N 0.51 -0.56 -0.77
O -0.06 -1.27 2.70
H -1.56 0.65 1.31
H 0.05 1.30 1.59
H 1.87 -2.17 -1.20
H -0.30 -2.47 0.14
H -0.10 1.41 -2.32
H 0.15 2.52 -0.96
H -1.47 1.92 -1.32

***

[3]
15
Properties=species:S:1:pos:R:3 method="wB97M-V/def2-TZVPD" total_charge=0 e_above_lowest_kj_mol=421.3 homo_lumo_gap_ev=8.40 homo_ha=-0.2869 mol_weight_g_mol=109.13 smiles="O=CC1=CNCC=C1"
O -2.72 1.54 0.28
C -2.47 0.32 0.21
C -1.02 -0.01 -0.10
C -0.27 0.95 0.38
N 1.10 0.98 0.38
C 1.81 -0.21 0.23
C 0.90 -1.36 -0.39
C -0.39 -1.14 -0.61
H -3.30 -0.59 0.43
H -0.52 2.07 0.35
H 1.40 1.83 1.08
H 2.41 -0.66 1.23
H 2.49 0.11 -0.64
H 1.45 -1.95 -1.28
H -0.87 -1.89 -1.55

***

Repeat the third record exactly.
15
Properties=species:S:1:pos:R:3 method="wB97M-V/def2-TZVPD" total_charge=0 e_above_lowest_kj_mol=421.3 homo_lumo_gap_ev=8.40 homo_ha=-0.2869 mol_weight_g_mol=109.13 smiles="O=CC1=CNCC=C1"
O -2.72 1.54 0.28
C -2.47 0.32 0.21
C -1.02 -0.01 -0.10
C -0.27 0.95 0.38
N 1.10 0.98 0.38
C 1.81 -0.21 0.23
C 0.90 -1.36 -0.39
C -0.39 -1.14 -0.61
H -3.30 -0.59 0.43
H -0.52 2.07 0.35
H 1.40 1.83 1.08
H 2.41 -0.66 1.23
H 2.49 0.11 -0.64
H 1.45 -1.95 -1.28
H -0.87 -1.89 -1.55